# H6N2

A 2-piece molecular cluster, H6N2 overall (the ωB97M-V functional and the def2-TZVPD basis, the Open Molecules 2025 dataset).

## Properties
**HOMO energy**: -10.24 eV
**Energy above the lowest of the compared OMol25 structures with the same formula, charge and spin**: 0.119 eV
**SMILES**: N.N
**Frontier orbital gap**: 11.1 eV

```
! wB97M-V def2-TZVPD RIJCOSX def2/J DEFGRID3
* xyz 0 1
N 0.28484 2.34607 2.48448
H 0.92279 1.61235 2.16001
H 0.26184 3.06518 1.75444
H -0.65153 1.93096 2.52344
N -0.27217 -2.23846 -2.50966
H 0.25536 -3.07622 -2.24416
H -1.10551 -2.20973 -1.91356
H 0.30437 -1.43015 -2.25498
*
```

---

# C3H11N

A 2-piece molecular cluster, C3H11N overall (the ωB97M-V functional and the def2-TZVPD basis, the Open Molecules 2025 dataset).

## Properties
**HOMO energy**: -9.20 eV
**Energy above the lowest of the compared OMol25 structures with the same formula, charge and spin**: 0.271 eV
**SMILES**: CCN.C
**Frontier orbital gap**: 10.3 eV

```
! wB97M-V def2-TZVPD RIJCOSX def2/J DEFGRID3
* xyz 0 1
C -0.13782 2.52430 -1.91178
H 0.56443 1.87871 -1.39690
H -1.12589 2.14319 -1.64984
H 0.10189 2.52793 -2.97245
H 0.02860 3.55387 -1.57932
C 1.08037 -1.01582 0.41978
C -0.24812 -0.86057 1.13640
N -0.93534 -2.15124 1.24682
H 0.94391 -1.37770 -0.60557
H 1.66875 -0.10232 0.46278
H 1.66240 -1.82607 0.86281
H -0.08634 -0.40653 2.11285
H -0.90627 -0.19886 0.56950
H -0.67157 -2.64395 2.09237
H -1.93899 -2.04496 1.21258
*
```

---

# CH2O5S

One molecule with the formula CH2O5S at a distorted geometry (the ωB97M-V functional and the def2-TZVPD basis, the Open Molecules 2025 dataset).

## Properties
**HOMO energy**: -11.91 eV
**Energy above the lowest of the compared OMol25 structures with the same formula, charge and spin**: 1.524 eV
**Frontier orbital gap**: 11.8 eV

```
! wB97M-V def2-TZVPD RIJCOSX def2/J DEFGRID3
* xyz 0 1
C 0.78081 0.27230 0.78300
O -0.28495 -0.94661 -2.26223
O -1.59949 -0.45255 -0.26518
O 0.97411 -0.82455 0.05226
O 0.08307 1.09259 -0.82028
O -0.23879 0.33165 1.54319
S -0.42569 -0.31768 -1.03596
H 1.65487 0.90790 1.07169
H -0.94394 -0.06305 0.93351
*
```

---

# C14H21NO4

One molecule with the formula C14H21NO4 at a distorted geometry (the ωB97M-V functional and the def2-TZVPD basis, the Open Molecules 2025 dataset).

## Properties
**HOMO energy**: -8.77 eV
**Energy above the lowest of the compared OMol25 structures with the same formula, charge and spin**: 3.209 eV
**SMILES**: CCOC(=O)C1=C(C)[C@@H](C(=O)OCC)[C@@H](C)N=C1C
**Frontier orbital gap**: 9.2 eV

```
! wB97M-V def2-TZVPD RIJCOSX def2/J DEFGRID3
* xyz 0 1
O 3.14233 -1.27198 -0.65864
O -2.66518 -1.02537 2.49584
N -1.14592 -1.55909 -1.22149
O 2.45283 0.94546 -0.67267
O -1.74144 0.55955 1.08538
C 2.26480 -0.40569 -0.54839
C -1.84092 -0.67794 1.67116
C -0.12102 -0.77506 -1.26204
C 0.89351 -0.85586 -0.20824
C 0.49933 -1.31162 1.08108
C 0.05420 0.07446 -2.45727
C 1.40797 -1.35669 2.27043
C 3.68819 2.88688 -1.38690
C -2.33909 2.77377 0.55564
C -2.86560 -2.83256 -0.04169
C 3.66368 1.35411 -1.38438
C -2.78454 1.52879 1.29422
C -0.89800 -1.79476 1.21438
C -1.35256 -2.44425 -0.06790
H -0.87546 0.01273 -3.04220
H 0.91641 -0.18876 -3.08206
H 0.22181 1.09473 -2.16832
H 1.76084 -2.35279 2.44031
H 2.19100 -0.63302 2.14622
H 0.81609 -1.00130 3.12365
H 3.95094 3.32056 -0.42425
H 2.67979 3.21162 -1.68790
H 4.39988 3.30698 -2.09299
H -1.31494 3.03531 0.88475
H -2.97355 3.65306 0.75457
H -2.30211 2.58639 -0.50696
H -3.46139 -1.89324 -0.03316
H -3.15880 -3.46815 -0.84434
H -3.09182 -3.38655 0.87501
H 3.68926 0.90209 -2.40856
H 4.50293 0.93026 -0.84251
H -2.84375 1.76469 2.35535
H -3.77132 1.19769 0.96310
H -0.86040 -2.52827 2.00192
H -0.78800 -3.37615 -0.17019
*
```

---

# C2I2N2O2

A 2-piece molecular cluster, C2I2N2O2 overall at a distorted geometry (the ωB97M-V functional and the def2-TZVPD basis, the Open Molecules 2025 dataset).

## Properties
**HOMO energy**: -8.99 eV
**Energy above the lowest of the compared OMol25 structures with the same formula, charge and spin**: 1.881 eV
**SMILES**: [O-][N+]#CI.[O-][N+]#CI
**Frontier orbital gap**: 8.4 eV

```
! wB97M-V def2-TZVPD RIJCOSX def2/J DEFGRID3
* xyz 0 1
C 1.86575 0.52989 -0.89878
C -0.91625 -0.27904 0.92075
N 0.78426 0.27896 -1.20943
N -1.89256 -0.84841 0.55651
O -2.74373 -1.54754 0.13405
O -0.36760 0.10895 -1.48487
I 3.78586 0.58540 -0.24532
I -0.51572 1.17180 2.22708
*
```

---

# C14H37MgO9S5

C14H37MgO9S5 as an isolated structure at a distorted geometry (the ωB97M-V functional and the def2-TZVPD basis, the Open Molecules 2025 dataset).

## Properties
**HOMO energy**: -10.71 eV
**Energy above the lowest of the compared OMol25 structures with the same formula, charge and spin**: 3.103 eV
**Frontier orbital gap**: 8.7 eV

```
! wB97M-V def2-TZVPD RIJCOSX def2/J DEFGRID3
* xyz 1 1
Mg 0.68622 -1.79310 -0.47617
O 0.35960 -0.06847 -0.11012
H -0.05885 0.64097 0.41535
C -0.00742 4.07896 -4.20467
C -0.65507 3.79791 -2.91749
C 0.18278 3.01613 -1.92743
O 0.48374 3.83108 -0.84278
C -0.24419 4.93603 -0.96189
O -0.33126 5.79440 -0.07011
O -0.85394 4.98703 -2.10504
H -0.63391 4.65505 -4.88565
H 0.09059 3.06079 -4.58125
H 1.00475 4.43087 -4.00523
H -1.61596 3.29147 -3.00860
H 1.07390 2.55749 -2.35598
H -0.35403 2.16202 -1.51460
C 0.35803 -2.87259 3.76363
S -0.95294 -2.85469 2.40334
O -0.35310 -2.51910 1.03302
C -1.33232 -4.70913 2.27762
H 1.00486 -3.73091 3.58197
H -0.19955 -3.05928 4.68143
H 0.99384 -2.00006 3.61346
H -2.40761 -4.81900 2.41828
H -0.81197 -5.35021 2.98921
H -1.21351 -4.89517 1.21021
C -3.07445 -0.88738 -1.34828
S -2.43448 -2.51434 -1.80818
O -0.94958 -2.38280 -1.46620
C -3.16355 -3.41751 -0.41120
H -4.13808 -0.86138 -1.58521
H -2.52418 -0.08854 -1.84544
H -2.78788 -0.79735 -0.30049
H -4.22245 -3.17237 -0.49327
H -2.92082 -2.95269 0.54438
H -3.01050 -4.48784 -0.54930
C 0.77019 -2.89955 -4.56327
S 1.29992 -1.28625 -3.66063
O 1.48867 -1.35612 -2.13282
C -0.12927 -0.19068 -4.05518
H -0.01647 -3.41109 -4.00866
H 1.47725 -3.68120 -4.84110
H 0.31439 -2.65233 -5.52203
H 0.10837 0.85705 -3.87107
H -0.91778 -0.48332 -3.36184
H -0.46906 -0.19981 -5.09082
C 3.86503 -2.33500 2.60808
S 3.70779 -1.28378 1.05969
O 2.39684 -1.85809 0.44009
C 3.29077 0.29839 1.87858
H 3.24198 -2.10223 3.47163
H 4.85471 -2.32676 3.06476
H 3.49545 -3.34480 2.42971
H 4.02451 0.51004 2.65636
H 2.28567 0.32134 2.29968
H 3.49779 1.18499 1.27924
C 0.34441 4.19771 4.44701
S 0.01963 2.51525 3.79282
O -1.08827 1.93418 4.65659
C -0.94641 3.13863 2.26878
H -0.52059 4.83535 4.62941
H 1.07262 4.62529 3.75781
H 0.93142 4.11496 5.36170
H -0.25682 3.63043 1.58271
H -1.67921 3.89485 2.55026
H -1.45018 2.34613 1.71537
*
```